# 1
This record from OMol25 describes a molecular structure, C6H7NO2. The level of theory is ωB97M-V with the def2-TZVPD basis set.

XYZ file:
```
16
Properties=species:S:1:pos:R:3:forces:R:3
C 1.927 1.064 0.495 0.7 1.3 -0.6
C 1.137 0.160 -0.470 1.7 1.7 -0.6
C -0.295 -1.237 -0.129 0.5 0.0 0.2
C -1.504 -1.709 0.180 -1.4 -1.8 1.4
C -1.658 0.487 -0.146 -1.1 -0.1 0.1
C -0.399 0.154 -0.423 1.5 -0.5 0.3
H 3.071 1.138 0.188 -2.4 -0.2 0.7
H 1.453 2.107 0.373 1.0 -1.4 0.5
H 1.856 0.696 1.540 -0.1 0.4 -0.6
H 1.644 0.348 -1.460 -1.1 -0.4 0.5
H 1.556 -1.842 -0.787 0.4 -0.6 -0.4
H -1.994 -2.626 0.610 1.0 1.1 -0.8
H -3.245 1.514 0.055 -0.6 -0.3 0.2
N 1.172 -1.270 -0.066 -1.7 -0.2 -0.1
O -2.394 -0.625 0.186 0.8 0.5 -0.6
O -2.325 1.642 -0.147 0.7 0.6 -0.3
```
Positions in Å, forces in eV/Å.

HOMO level   -8.03 eV
Gap between HOMO and LUMO   8.8 eV
Total energy   -11917.2202 eV

Here are the Mulliken charges for atoms 1 to 2, given in e: C -1.19; C 0.43

---

# 2
This record from OMol25 describes C5H12NOS in the gas phase. The level of theory is ωB97M-V with the def2-TZVPD basis set.

XYZ file:
```
20
Properties=species:S:1:pos:R:3:forces:R:3
C -0.671 -0.442 0.952 -0.3 0.2 -1.2
C 0.465 -1.434 1.004 0.5 -0.6 0.7
S 1.327 -1.462 2.621 -0.1 -0.2 0.1
C -0.197 0.975 0.620 -0.3 -0.1 0.1
N 0.494 1.100 -0.688 -0.3 0.0 0.4
C -0.055 0.330 -1.802 0.2 0.4 -0.1
C -1.395 0.869 -2.349 0.3 -0.3 -0.5
O -1.236 1.823 -3.339 0.0 -0.2 0.5
H -1.355 -0.721 0.140 0.0 -0.2 0.1
H -1.290 -0.494 1.842 0.2 0.2 0.3
H 0.154 -2.481 0.884 -0.2 0.3 0.0
H 1.223 -1.251 0.257 0.0 0.2 -0.3
H 1.369 -0.147 2.847 0.0 0.1 -0.1
H 0.508 1.289 1.388 0.1 0.2 0.0
H -1.060 1.660 0.676 0.1 -0.2 0.1
H 0.400 2.083 -0.939 0.5 -0.2 -0.1
H 0.684 0.390 -2.606 -0.2 0.0 -0.1
H -0.117 -0.733 -1.554 -0.2 0.2 0.1
H -2.056 0.063 -2.706 0.0 0.1 0.1
H -1.924 1.391 -1.534 -0.2 0.0 0.0
```
Positions in Å, forces in eV/Å.

HOMO level (alpha / beta)   -8.99 / -8.98 eV
Spin multiplicity   2
<S²>   0.754
Gap between HOMO and LUMO (alpha / beta)   9.8 / 7.4 eV
Total energy   -19749.6831 eV

Here are the Mulliken charges for atoms 1 to 2, given in e: C -0.68; C -0.62

---

- The highest total energy belongs to which entry?
  C6H7NO2

---

- total energy of number 1 (C6H7NO2)?
  -11917.2202 eV

---

- Number 2 is which compound?
  C5H12NOS

---

- Which value of total energy does entry 2 give?
  -19749.6831 eV